# 1
{"formula": "C46H49IN7SbTi", "method": "ωB97M-V/def2-TZVPD", "species": ["Ti", "C", "C", "C", "C", "C", "C", "N", "Sb", "C", "C", "C", "C", "C", "C", "N", "C", "C", "C", "C", "C", "C", "N", "H", "H", "H", "H", "H", "H", "H", "H", "H", "H", "H", "H", "H", "H", "H", "H", "H", "H", "I", "C", "H", "H", "C", "N", "C", "C", "C", "C", "C", "C", "C", "C", "H", "H", "H", "H", "H", "H", "H", "H", "H", "H", "H", "H", "H", "N", "C", "C", "C", "C", "C", "C", "C", "C", "C", "C", "C", "C", "C", "H", "H", "H", "H", "H", "H", "H", "H", "H", "H", "N", "C", "C", "C", "N", "C", "C", "H", "H", "H", "H", "H", "H"], "positions_angstrom": [[-1.4124, -0.2113, 0.1968], [-0.8655, 0.3894, 4.8299], [-0.9069, 1.6740, 4.0601], [-0.2282, 2.7969, 4.5361], [-0.2735, 3.9785, 3.8217], [-1.0235, 4.0125, 2.6557], [-1.6609, 2.8482, 2.2479], [-1.6006, 1.7026, 2.9211], [-3.0415, 3.0841, 0.6149], [-4.0846, 1.2125, 0.8226], [-5.4366, 1.4017, 1.0439], [-6.2712, 0.3062, 1.2153], [-5.7051, -0.9495, 1.1807], [-4.3363, -1.0915, 0.9772], [-3.7751, -2.4797, 0.9972], [-3.5300, -0.0233, 0.7873], [-2.0363, 2.7341, -1.2672], [-1.9521, 3.9108, -2.0001], [-1.3338, 3.8941, -3.2412], [-0.8349, 2.6937, -3.6924], [-0.9786, 1.5403, -2.9171], [-0.4054, 0.2574, -3.4328], [-1.5829, 1.5588, -1.7216], [-0.6279, 0.5749, 5.8757], [-0.0977, -0.2752, 4.4276], [-1.8231, -0.1242, 4.7647], [0.3284, 2.7285, 5.4612], [0.2450, 4.8611, 4.1738], [-1.1303, 4.9324, 2.0919], [-5.8388, 2.4058, 1.0724], [-7.3331, 0.4353, 1.3685], [-6.3046, -1.8389, 1.3123], [-3.6659, -2.8165, 2.0300], [-2.7996, -2.5340, 0.5240], [-4.4597, -3.1607, 0.4912], [-2.3627, 4.8309, -1.6034], [-1.2405, 4.7963, -3.8309], [-0.3281, 2.6232, -4.6442], [-1.1855, -0.3759, -3.8566], [0.0803, -0.3004, -2.6362], [0.3272, 0.4657, -4.2115], [-0.4836, -3.3965, 2.4230], [-1.1025, -1.3137, 2.0738], [-0.3095, -0.8058, 2.6225], [-1.9832, -1.2878, 2.7230], [1.1541, -5.5169, -1.0203], [0.1198, -4.5522, -0.5937], [-1.2326, -5.1636, -0.6384], [0.2716, -3.1869, -1.3025], [-0.9751, -2.7176, -1.9950], [-1.3308, -3.3113, -3.2073], [-2.4999, -2.9512, -3.8513], [-3.2997, -1.9633, -3.2872], [-2.8956, -1.3317, -2.1200], [-1.7227, -1.6803, -1.4213], [1.0342, -6.4452, -0.4667], [2.1364, -5.0944, -0.8235], [1.0405, -5.7035, -2.0863], [0.2681, -4.3239, 0.4051], [-1.4707, -5.4523, -1.6569], [-1.9561, -4.4369, -0.2824], [-1.2276, -6.0329, 0.0160], [1.1132, -3.2836, -1.9862], [0.5464, -2.4802, -0.5192], [-0.6849, -4.0615, -3.6545], [-2.7783, -3.4217, -4.7845], [-4.2165, -1.6628, -3.7789], [-3.5151, -0.5119, -1.7618], [0.1562, 0.8458, 0.4510], [1.2494, 1.2681, 0.9138], [2.0418, 0.5254, 1.9411], [2.5759, 1.1992, 3.0364], [3.2644, 0.5037, 4.0161], [3.4548, -0.8660, 3.8919], [2.9525, -1.5368, 2.7866], [2.2445, -0.8436, 1.8171], [1.8981, 2.5094, 0.3888], [3.2855, 2.6423, 0.3903], [3.8832, 3.7575, -0.1747], [3.1032, 4.7559, -0.7398], [1.7201, 4.6291, -0.7469], [1.1276, 3.5100, -0.1901], [2.4447, 2.2693, 3.1204], [3.6624, 1.0310, 4.8735], [4.0020, -1.4072, 4.6516], [3.1039, -2.6032, 2.6846], [1.8412, -1.3502, 0.9472], [3.8994, 1.8642, 0.8233], [4.9615, 3.8481, -0.1720], [3.5712, 5.6293, -1.1741], [1.1052, 5.4035, -1.1875], [0.0546, 3.3877, -0.2088], [6.1353, 0.5747, -2.8702], [4.9283, 0.1273, -2.4371], [4.7362, -1.2042, -2.0474], [3.4870, -1.5964, -1.6149], [2.4211, -0.8014, -1.5384], [2.6171, 0.4670, -1.9047], [3.8179, 0.9752, -2.3527], [6.9291, -0.0360, -2.9094], [6.2637, 1.5333, -3.1335], [5.5523, -1.9132, -2.0762], [3.3439, -2.6254, -1.2953], [1.7610, 1.1259, -1.8168], [3.8961, 2.0218, -2.6153]], "forces_ev_per_a": [[0.69, 0.05, -0.10], [0.02, 0.00, 0.12], [0.17, 0.02, 0.16], [0.05, 0.01, -0.07], [-0.01, -0.08, 0.01], [0.01, 0.00, 0.00], [0.12, 0.19, -0.25], [-0.17, -0.12, -0.11], [-0.25, 0.00, -0.04], [0.06, -0.06, 0.09], [-0.14, -0.03, 0.02], [0.13, -0.11, -0.02], [-0.07, 0.21, 0.03], [0.12, 0.08, -0.01], [0.07, 0.00, 0.01], [-0.61, 0.04, -0.07], [-0.11, 0.21, 0.03], [0.01, 0.01, -0.04], [0.00, -0.05, 0.03], [-0.03, 0.02, 0.05], [0.14, -0.08, -0.09], [0.05, 0.00, -0.04], [-0.15, -0.08, 0.24], [-0.01, 0.01, 0.04], [0.00, 0.05, 0.12], [0.03, -0.02, 0.00], [-0.01, 0.00, 0.02], [0.00, 0.00, 0.00], [0.02, -0.04, 0.00], [-0.01, -0.01, -0.01], [-0.05, 0.00, 0.02], [-0.02, -0.02, 0.00], [-0.01, -0.01, 0.00], [-0.06, -0.01, 0.03], [0.00, 0.00, -0.02], [0.00, 0.00, 0.01], [0.00, 0.01, -0.01], [0.01, 0.00, -0.03], [0.01, -0.01, 0.00], [0.01, 0.02, -0.02], [0.01, 0.00, -0.01], [-0.01, 0.20, 0.31], [-0.04, -0.15, 0.19], [-0.07, -0.10, -0.21], [0.07, -0.03, -0.04], [0.07, 0.00, -0.06], [0.03, 0.07, -0.27], [-0.03, 0.04, -0.05], [-0.10, -0.05, 0.08], [0.07, 0.09, 0.19], [0.04, 0.00, 0.05], [-0.05, 0.04, -0.01], [0.01, -0.01, 0.00], [-0.01, -0.13, -0.03], [-0.20, 0.12, -0.13], [0.01, 0.00, 0.01], [0.02, 0.00, -0.01], [0.01, -0.03, 0.00], [-0.04, -0.01, -0.01], [0.00, -0.02, -0.03], [0.00, -0.03, -0.02], [0.01, 0.01, 0.01], [-0.03, -0.06, -0.01], [0.05, -0.05, -0.05], [0.01, -0.02, 0.00], [-0.01, 0.00, -0.02], [-0.02, 0.00, -0.02], [0.00, -0.06, -0.02], [0.07, -0.05, 0.15], [0.20, -0.12, -0.25], [-0.07, -0.09, 0.06], [-0.03, -0.05, 0.06], [0.03, 0.00, 0.05], [0.02, -0.01, 0.00], [-0.01, 0.01, 0.00], [-0.13, -0.05, 0.00], [0.11, 0.15, 0.11], [-0.05, 0.09, 0.13], [0.01, 0.07, 0.01], [0.04, 0.01, -0.01], [-0.02, 0.02, -0.03], [-0.07, 0.00, -0.04], [-0.03, 0.06, 0.02], [0.00, 0.00, 0.01], [0.01, -0.02, 0.03], [0.00, -0.03, 0.01], [0.02, 0.05, 0.06], [0.02, -0.01, -0.03], [0.02, 0.00, 0.00], [0.01, 0.02, -0.01], [-0.01, 0.02, -0.01], [0.01, 0.00, 0.04], [0.11, 0.05, -0.04], [-0.16, -0.02, 0.03], [-0.02, 0.03, 0.03], [0.10, 0.00, 0.00], [-0.06, -0.03, -0.03], [0.00, -0.04, -0.10], [0.04, -0.10, -0.06], [0.00, 0.01, 0.00], [0.00, -0.01, 0.00], [0.03, -0.03, 0.00], [-0.01, -0.04, -0.01], [-0.02, -0.02, -0.07], [0.00, 0.02, -0.01]], "e_lumo_ev": [-2.042, -2.070], "charge": 1, "homo_lumo_gap_ev": [7.361, 7.888], "spin_multiplicity": 2}


# 2
{"formula": "C5H11N2OS", "method": "ωB97M-V/def2-TZVPD", "species": ["C", "C", "C", "C", "C", "N", "N", "O", "S", "H", "H", "H", "H", "H", "H", "H", "H", "H", "H", "H"], "positions_angstrom": [[0.5303, -0.0826, 0.9590], [0.8925, 0.5053, -0.4230], [-0.2239, -2.4341, 0.2568], [-0.8426, 1.8012, -1.6548], [0.4393, 1.9071, -0.7423], [0.3612, -1.6076, 1.0474], [-0.2029, 0.5561, 1.9347], [-0.2225, -3.7051, 0.4947], [2.3159, 0.1962, 0.5353], [0.8719, -0.0785, -1.2765], [-0.8509, -2.0611, -0.6466], [-0.5805, 1.5518, -2.7094], [-1.2797, 2.8349, -1.6749], [-1.5143, 1.0549, -1.1685], [0.0756, 2.5986, 0.1060], [1.2206, 2.3756, -1.1822], [0.9890, -2.0008, 1.6806], [-1.1330, 0.7962, 1.6771], [-0.2288, 0.1206, 2.8809], [-0.6172, -4.3288, -0.0943]], "forces_ev_per_a": [[-3.00, -2.96, -0.24], [-1.28, 0.97, 3.13], [-2.31, 0.70, -2.89], [0.85, 0.89, 0.12], [-3.91, 0.01, 1.45], [-0.77, 1.88, -1.53], [0.47, 0.25, 1.21], [1.44, -0.04, 1.73], [4.41, 1.11, -0.14], [-0.21, -1.47, -1.58], [1.15, -0.40, 1.71], [-0.32, -0.19, 0.83], [-0.04, -1.17, 0.00], [0.14, 0.69, -0.71], [1.10, -1.62, -0.66], [2.29, 1.72, -1.70], [0.98, -0.99, 1.86], [-0.85, 0.31, -0.29], [0.47, 0.53, -1.17], [-0.62, -0.23, -1.13]], "e_lumo_ev": [-3.817, -6.696], "charge": 1, "homo_lumo_gap_ev": [4.909, 7.135], "spin_multiplicity": 3}


# 3
{"formula": "C28H49GeN3O4Tc", "method": "ωB97M-V/def2-TZVPD", "species": ["Tc", "C", "C", "C", "C", "O", "Ge", "O", "C", "C", "C", "C", "O", "C", "C", "C", "C", "H", "H", "H", "H", "H", "H", "H", "H", "H", "H", "H", "H", "H", "H", "H", "H", "H", "H", "H", "H", "H", "H", "H", "H", "H", "H", "H", "C", "C", "C", "C", "C", "C", "C", "H", "H", "H", "H", "H", "O", "N", "C", "C", "C", "C", "C", "H", "H", "H", "H", "H", "C", "C", "C", "C", "N", "N", "H", "H", "H", "H", "H", "H", "H", "H", "H", "H", "H", "H"], "positions_angstrom": [[-0.3108, 0.2243, -0.7089], [2.1600, -2.8065, -0.0020], [2.1951, -1.7356, 1.0893], [3.4799, -0.9071, 0.9681], [2.1668, -2.4160, 2.4607], [1.0834, -0.8708, 0.9359], [-0.1089, -0.2355, 2.2568], [-0.1350, 1.4023, 1.0097], [0.1677, 2.7691, 1.2449], [1.2762, 3.2062, 0.2855], [0.6364, 2.9415, 2.6888], [-1.0932, 3.5974, 0.9955], [-1.4564, -0.8728, 1.0819], [-2.7728, -1.3508, 1.2884], [-2.7430, -2.8792, 1.2202], [-3.3054, -0.8912, 2.6479], [-3.6576, -0.7964, 0.1717], [3.0903, -3.3772, -0.0050], [2.0129, -2.3440, -0.9768], [1.3272, -3.4894, 0.1756], [4.3598, -1.5514, 0.9785], [3.5470, -0.2060, 1.8030], [3.4661, -0.3344, 0.0392], [3.0059, -3.1044, 2.5600], [1.2376, -2.9789, 2.5803], [2.2302, -1.6731, 3.2594], [2.1859, 2.6335, 0.4795], [1.4924, 4.2689, 0.4012], [0.9567, 3.0068, -0.7392], [1.5468, 2.3624, 2.8614], [-0.1296, 2.5929, 3.3843], [0.8451, 3.9905, 2.8981], [-1.4213, 3.4586, -0.0363], [-0.9011, 4.6562, 1.1732], [-1.8924, 3.2674, 1.6617], [-2.0892, -3.2710, 2.0026], [-2.3495, -3.1947, 0.2519], [-3.7423, -3.2971, 1.3517], [-2.6536, -1.2518, 3.4471], [-4.3119, -1.2729, 2.8180], [-3.3278, 0.2006, 2.6869], [-3.2821, -1.1282, -0.8002], [-3.6311, 0.2957, 0.1894], [-4.6875, -1.1354, 0.2901], [-1.0424, 1.3788, -1.9344], [-1.6152, 2.2852, -2.8462], [-2.9766, 2.2015, -3.2025], [-3.5312, 3.1110, -4.0786], [-2.7579, 4.1284, -4.6267], [-1.4105, 4.2197, -4.2925], [-0.8420, 3.3148, -3.4218], [-3.5799, 1.4148, -2.7651], [-4.5777, 3.0298, -4.3440], [-3.1994, 4.8387, -5.3125], [-0.8060, 5.0072, -4.7245], [0.2089, 3.3713, -3.1679], [-0.0548, -1.4414, -1.8730], [-0.9494, -2.1342, -2.6247], [-1.0199, -3.5037, -2.4595], [-1.8850, -4.2422, -3.2071], [-2.7323, -3.6256, -4.1544], [-2.6703, -2.2210, -4.2646], [-1.7969, -1.4963, -3.5110], [-0.3539, -3.9172, -1.7184], [-1.9116, -5.3126, -3.0547], [-3.4106, -4.2050, -4.7621], [-3.3183, -1.6966, -4.9544], [-1.7098, -0.4204, -3.5338], [1.4956, -0.1090, -5.8398], [2.3833, 0.0195, -4.6034], [2.9623, -1.3540, -4.2396], [3.5179, 1.0112, -4.8746], [1.5170, 0.5766, -3.5604], [2.0394, 0.6186, -2.2499], [2.0893, -0.3935, -6.7084], [1.0066, 0.8458, -6.0404], [0.7250, -0.8674, -5.6818], [3.4906, -1.7729, -5.0972], [2.1650, -2.0441, -3.9528], [3.6781, -1.2830, -3.4173], [4.0804, 0.7169, -5.7616], [4.2134, 1.0521, -4.0336], [3.0973, 2.0051, -5.0344], [0.6464, 0.0588, -3.5067], [2.6787, 1.3977, -2.1688], [2.5224, -0.2391, -1.9883]], "forces_ev_per_a": [[-1.00, 1.34, -2.54], [-0.11, 0.18, 0.09], [0.55, -0.33, 0.08], [-0.25, 0.00, 0.04], [-0.14, 0.18, -0.10], [-0.51, 0.45, -0.14], [-0.18, 0.18, -0.31], [-0.11, -0.97, 0.10], [0.11, 0.60, 0.05], [-0.11, -0.21, 0.07], [-0.07, -0.19, -0.10], [0.07, -0.23, 0.00], [0.79, 0.36, -0.06], [-0.56, -0.15, 0.10], [0.14, 0.16, -0.02], [0.26, 0.04, -0.14], [0.24, 0.04, 0.02], [-0.01, -0.02, 0.02], [0.01, -0.04, -0.05], [-0.02, 0.01, -0.07], [0.02, 0.02, 0.00], [0.03, 0.04, -0.04], [0.04, -0.01, -0.01], [0.01, -0.01, 0.01], [0.03, -0.03, 0.02], [0.03, -0.06, 0.03], [0.01, 0.01, -0.01], [0.00, 0.01, -0.02], [0.04, 0.07, -0.03], [0.00, 0.02, 0.03], [0.00, 0.05, 0.02], [0.01, 0.01, 0.00], [-0.04, 0.05, 0.01], [-0.01, 0.02, -0.03], [-0.01, 0.01, -0.01], [-0.03, -0.03, 0.01], [-0.02, -0.02, 0.01], [0.00, -0.01, -0.01], [-0.07, -0.01, 0.04], [-0.01, 0.01, 0.01], [-0.03, -0.01, 0.04], [-0.04, -0.03, -0.01], [-0.05, 0.00, 0.02], [-0.01, 0.00, -0.03], [1.18, -2.41, 2.81], [-0.38, 0.84, -0.77], [0.25, -0.22, 0.32], [-0.12, 0.15, -0.17], [0.09, -0.16, 0.12], [-0.12, 0.18, -0.18], [0.10, -0.33, 0.29], [0.00, -0.01, -0.03], [0.00, -0.01, 0.03], [0.00, 0.01, 0.00], [0.03, -0.02, 0.02], [0.00, 0.01, -0.04], [0.20, 0.47, 0.32], [-0.35, -0.17, -0.11], [0.00, -0.15, 0.16], [0.10, 0.14, 0.10], [-0.15, 0.02, -0.14], [0.04, -0.14, 0.04], [0.07, 0.32, -0.05], [0.04, 0.06, 0.00], [0.04, 0.00, 0.02], [0.00, 0.01, 0.02], [0.03, 0.06, 0.02], [-0.02, -0.04, -0.07], [0.03, 0.06, 0.13], [0.17, -0.10, -0.16], [-0.09, 0.07, -0.01], [-0.16, -0.08, 0.03], [-0.14, 0.27, -0.02], [-0.03, -0.20, 0.32], [-0.02, -0.03, -0.01], [-0.01, -0.01, -0.05], [-0.02, 0.00, -0.01], [0.03, -0.02, 0.02], [0.00, 0.00, 0.00], [0.01, -0.04, -0.01], [0.03, -0.01, 0.02], [0.01, 0.04, 0.00], [0.05, 0.02, -0.04], [0.08, -0.11, 0.03], [0.01, 0.04, 0.05], [0.05, 0.00, -0.10]], "e_lumo_ev": [-0.246, 0.093], "homo_lumo_gap_ev": [4.290, 7.900], "spin_multiplicity": 4}


| no. | DFT total energy (hartree) |
| --- | --- |
| 1 | -3552.7646 |
| 2 | -779.5923 |
| 3 | -3719.1355 |